1.
Here is a cluster of 3 separate species, C6H18O3 in total from the OMol25 dataset. Energies are from wB97M-V/def2-TZVPD.

Properties
- LUMO level: 0.68 eV
- Frontier orbital gap: 10.03 eV
- Net charge: 0
- Multiplicity: 1
- Strongest force on any atom: 0.0876 Eh/bohr
- HOMO: -9.344 eV
- ΔE to the lowest compared entry with this formula, charge and spin: 42.0 kcal/mol
- Electronic energy: -12654.4644 eV
- SMILES string: CCO.CCO.CCO

XYZ file:
```
27
Properties=species:S:1:pos:R:3:lowdin_charge:R:1
C 6.481 -10.953 22.826 -0.092
C 7.863 -10.939 22.081 -0.207
O 7.363 -10.577 20.719 -0.161
H 6.533 -11.106 23.904 0.055
H 5.807 -11.731 22.468 0.054
H 5.983 -9.989 22.728 0.070
H 8.259 -11.910 21.784 0.096
H 8.615 -10.224 22.413 0.096
H 6.892 -11.306 20.307 0.010
C 12.078 -10.437 22.229 -0.068
C 13.255 -11.052 23.050 -0.346
O 13.191 -12.389 22.735 -0.072
H 11.135 -10.902 22.515 0.057
H 12.273 -10.625 21.174 0.071
H 11.910 -9.360 22.238 0.067
H 13.204 -10.802 24.110 0.101
H 14.263 -10.703 22.826 0.103
H 13.900 -12.835 23.204 0.089
C 4.425 -12.195 18.678 -0.067
C 4.908 -13.462 19.430 -0.256
O 6.050 -12.995 20.185 -0.123
H 3.747 -11.662 19.344 0.073
H 3.878 -12.554 17.806 0.068
H 5.209 -11.496 18.389 0.076
H 5.118 -14.361 18.850 0.108
H 4.160 -13.758 20.165 0.103
H 6.668 -13.722 20.288 0.094
```


2.
Here is a structure of composition C6H18O3 from the OMol25 dataset. Energies are from wB97M-V/def2-TZVPD.

Properties
- LUMO level: 0.50 eV
- Frontier orbital gap: 9.19 eV
- Net charge: 0
- Multiplicity: 1
- Strongest force on any atom: 0.2317 Eh/bohr
- HOMO: -8.683 eV
- ΔE to the lowest compared entry with this formula, charge and spin: 154.6 kcal/mol
- Electronic energy: -12649.5795 eV

XYZ file:
```
27
Properties=species:S:1:pos:R:3:lowdin_charge:R:1
C -1.170 -1.344 0.676 -0.091
C -2.495 -1.569 1.458 -0.250
O -3.077 -2.862 1.039 -0.093
H -0.508 -0.609 1.135 -0.011
H -1.286 -1.075 -0.374 0.072
H -0.637 -2.279 0.506 0.091
H -3.222 -0.762 1.370 0.102
H -2.308 -1.457 2.526 0.101
H -2.880 -3.440 1.779 0.068
C 0.377 1.661 -2.116 -0.046
C 1.158 0.376 -2.064 -0.264
O 2.460 0.590 -1.665 0.047
H -0.428 1.520 -2.838 0.086
H 0.907 2.459 -2.637 0.097
H -0.069 1.840 -1.138 0.055
H 1.222 -0.146 -3.019 0.137
H 0.614 -0.275 -1.380 0.092
H 3.027 0.470 -2.430 0.163
C 0.621 0.614 1.958 -0.092
C 0.778 0.819 0.450 -0.353
O 2.184 0.742 0.245 -0.041
H 1.253 -0.162 2.389 0.095
H -0.422 0.528 2.263 0.064
H 0.892 1.488 2.550 0.080
H 0.476 1.842 0.225 0.101
H 0.261 0.124 -0.212 0.033
H 2.275 0.904 -0.697 -0.243
```


3.
Here is a structure of composition C6H18O4Zr from the OMol25 dataset. Energies are from wB97M-V/def2-TZVPD.

Properties
- LUMO level (alpha / beta): -6.85 / -6.85 eV
- Frontier orbital gap (alpha / beta): 5.27 / 5.27 eV
- Net charge: +1
- ⟨S²⟩: 0.753
- Multiplicity: 2
- Strongest force on any atom: 0.1340 Eh/bohr
- HOMO (alpha / beta): -12.119 / -12.120 eV
- Electronic energy: -15974.3159 eV

XYZ file:
```
29
Properties=species:S:1:pos:R:3:lowdin_spin:R:1
Zr -3.006 -0.810 2.480 0.964
O -4.542 -0.546 1.085 0.008
H -5.471 -0.685 1.354 0.005
O -1.703 0.343 1.283 0.017
H -0.792 0.638 1.092 0.004
C 2.138 -1.828 1.604 0.000
C 2.481 -2.987 0.604 0.000
C 2.911 -2.495 -0.792 0.000
O 3.456 -3.898 1.055 0.000
H 1.826 -2.101 2.612 0.000
H 1.369 -1.150 1.233 0.000
H 2.970 -1.136 1.731 0.000
H 1.582 -3.548 0.350 0.000
H 2.232 -1.781 -1.259 0.000
H 3.126 -3.328 -1.462 0.000
H 3.880 -2.019 -0.644 0.000
H 3.261 -4.764 0.689 0.000
C -1.727 3.803 -0.481 0.000
C -1.695 2.553 -1.434 0.000
C -0.334 1.926 -1.590 0.000
O -2.654 1.667 -0.951 0.001
H -1.255 3.614 0.483 0.000
H -2.770 4.117 -0.439 0.000
H -1.167 4.654 -0.871 0.000
H -1.990 2.829 -2.446 0.000
H 0.408 2.300 -0.885 0.000
H -0.016 2.384 -2.527 0.000
H -0.267 0.851 -1.752 0.000
H -2.250 1.396 -0.124 0.001
```


4.
Here is a cluster of 3 separate species, C6H18O6 in total from the OMol25 dataset. Energies are from wB97M-V/def2-TZVPD.

Properties
- LUMO level: 0.44 eV
- Frontier orbital gap: 10.29 eV
- Net charge: 0
- Multiplicity: 1
- Strongest force on any atom: 0.0535 Eh/bohr
- HOMO: -9.851 eV
- ΔE to the lowest compared entry with this formula, charge and spin: 63.0 kcal/mol
- Electronic energy: -18796.4016 eV
- SMILES string: OCCO.OCCO.OCCO

XYZ file:
```
30
Properties=species:S:1:pos:R:3:lowdin_charge:R:1
O -28.275 3.737 -10.126 -0.042
C -26.948 4.167 -10.208 -0.286
C -26.179 3.693 -9.011 -0.278
O -24.794 3.742 -9.256 -0.049
H -28.817 4.201 -10.768 0.090
H -26.456 3.743 -11.111 0.122
H -26.714 5.221 -10.429 0.125
H -26.576 2.747 -8.620 0.128
H -26.449 4.336 -8.155 0.097
H -24.352 3.261 -8.553 0.085
O -26.519 4.323 -5.705 -0.068
C -26.195 3.910 -4.391 -0.247
C -26.254 2.395 -4.250 -0.215
O -27.460 1.933 -3.630 -0.079
H -25.978 5.074 -5.960 0.086
H -25.198 4.271 -4.103 0.120
H -26.832 4.405 -3.639 0.119
H -25.429 2.024 -3.645 0.116
H -26.232 2.036 -5.282 0.117
H -27.980 2.700 -3.377 0.076
O -29.671 -2.038 -1.685 -0.067
C -28.605 -2.292 -2.585 -0.258
C -27.409 -1.363 -2.354 -0.244
O -26.242 -1.893 -2.975 -0.065
H -29.321 -2.143 -0.795 0.079
H -28.200 -3.309 -2.491 0.117
H -29.034 -2.225 -3.586 0.120
H -27.259 -1.342 -1.270 0.118
H -27.624 -0.349 -2.693 0.099
H -26.244 -1.554 -3.874 0.082
```


- Which of these has the lowest strongest force on any atom?
  C6H18O6


- strongest force on any atom of number 4 (C6H18O6)?
  0.0535 Eh/bohr


- What is the formula in the second record?
  C6H18O3


- What is the strongest force on any atom in the third record?
  0.1340 Eh/bohr